{"formula": "C21H30ClNaO25", "method": "ωB97M-V/def2-TZVPD", "lumo_energy_ev": -1.73, "charge": 0, "largest_force_ev_per_a": 5.312, "total_energy_ev": -90381.30744, "symbols": ["Na", "Cl", "O", "O", "O", "O", "C", "C", "O", "C", "O", "O", "H", "H", "H", "H", "C", "C", "O", "C", "O", "O", "H", "H", "H", "H", "C", "C", "O", "C", "O", "O", "H", "H", "H", "H", "C", "C", "O", "C", "O", "O", "H", "H", "H", "H", "C", "C", "O", "C", "O", "O", "H", "H", "H", "H", "C", "C", "O", "C", "O", "O", "H", "H", "H", "H", "C", "O", "C", "O", "O", "C", "H", "H", "H", "H", "H", "H"], "coordinates": [[4.41, 18.45, -13.46], [2.60, 19.25, -16.56], [1.38, 18.87, -17.17], [3.63, 19.49, -17.55], [2.35, 20.46, -15.81], [3.02, 18.18, -15.62], [-1.57, 20.30, -16.32], [-1.08, 21.62, -16.71], [-1.44, 22.34, -15.58], [-1.39, 21.51, -14.49], [-1.31, 21.90, -13.34], [-1.44, 20.24, -14.97], [-0.98, 19.49, -16.75], [-2.65, 20.16, -16.43], [-1.59, 21.93, -17.63], [-0.02, 21.58, -16.93], [3.57, 14.76, -16.23], [2.26, 15.11, -16.93], [2.54, 14.82, -18.28], [3.58, 14.04, -18.43], [3.88, 13.46, -19.51], [4.33, 14.06, -17.24], [3.21, 14.18, -15.37], [4.11, 15.65, -15.90], [2.18, 16.19, -17.02], [1.30, 14.70, -16.61], [0.71, 18.26, -20.68], [0.75, 16.88, -20.01], [1.59, 16.24, -20.89], [1.54, 16.76, -22.09], [1.98, 16.26, -23.17], [0.99, 18.00, -22.01], [1.42, 18.93, -20.18], [-0.24, 18.78, -20.75], [-0.21, 16.38, -19.88], [1.17, 16.83, -19.00], [4.79, 17.06, -19.50], [4.64, 17.88, -20.77], [5.92, 18.51, -20.82], [6.59, 18.37, -19.70], [7.56, 19.03, -19.33], [5.99, 17.44, -18.92], [4.77, 15.99, -19.72], [4.06, 17.36, -18.75], [3.91, 18.68, -20.64], [4.34, 17.13, -21.51], [3.71, 22.10, -20.02], [3.36, 23.60, -20.29], [2.01, 23.48, -20.84], [1.49, 22.30, -20.44], [0.34, 21.91, -20.49], [2.46, 21.51, -19.98], [4.09, 21.81, -19.04], [4.18, 21.67, -20.91], [4.02, 24.01, -21.06], [3.27, 24.14, -19.35], [-1.30, 16.61, -16.78], [-2.72, 17.08, -16.82], [-3.42, 15.95, -16.32], [-2.57, 15.03, -15.83], [-2.90, 13.99, -15.24], [-1.28, 15.51, -15.98], [-0.77, 17.38, -16.23], [-0.93, 16.47, -17.80], [-3.07, 17.25, -17.84], [-2.94, 17.85, -16.08], [6.47, 20.75, -16.72], [7.33, 21.25, -15.69], [7.13, 20.78, -14.50], [6.25, 19.92, -14.20], [7.90, 21.48, -13.76], [8.07, 21.19, -12.34], [6.66, 21.17, -17.70], [5.46, 21.10, -16.50], [6.48, 19.66, -16.74], [7.15, 21.28, -11.77], [8.83, 21.83, -11.90], [8.33, 20.14, -12.19]], "lowdin_charge": [0.749, 0.672, -0.337, -0.329, -0.334, -0.403, -0.213, -0.143, 0.077, -0.481, 0.136, 0.070, 0.109, 0.140, 0.146, 0.130, -0.101, -0.100, 0.041, -0.503, 0.100, 0.051, 0.128, 0.114, 0.095, 0.136, -0.127, -0.130, 0.074, -0.511, 0.094, 0.073, 0.113, 0.140, 0.125, 0.097, -0.134, -0.068, 0.096, -0.552, 0.106, 0.070, 0.128, 0.112, 0.125, 0.138, -0.114, -0.054, 0.061, -0.561, 0.127, 0.020, 0.125, 0.136, 0.131, 0.131, -0.185, -0.104, 0.065, -0.472, 0.124, 0.060, 0.121, 0.117, 0.142, 0.126, -0.013, 0.055, -0.617, 0.028, 0.053, 0.006, 0.100, 0.084, 0.098, 0.092, 0.101, 0.095]}



{"formula": "CH3NOP2S", "method": "ωB97M-V/def2-TZVPD", "lumo_energy_ev": -0.88, "charge": 0, "largest_force_ev_per_a": 3.249, "de_lowest_ev": 3.839, "total_energy_ev": -34032.69584, "symbols": ["C", "N", "O", "P", "P", "S", "H", "H", "H"], "coordinates": [[-0.11, 0.41, -1.07], [0.88, 0.41, -0.29], [2.56, -1.15, 1.95], [3.19, -0.08, 1.20], [-0.83, 2.12, -0.93], [0.91, 1.91, 0.32], [-0.46, -0.59, -1.56], [3.77, 0.84, 2.24], [0.01, 2.88, -1.99]], "lowdin_charge": [-0.588, -0.570, -0.553, 0.705, 0.637, 0.453, 0.096, -0.129, -0.051]}



{"formula": "C8H16N3", "method": "ωB97M-V/def2-TZVPD", "lumo_energy_ev": [-4.49, -3.74], "charge": 1, "largest_force_ev_per_a": 5.536, "de_lowest_ev": 6.244, "total_energy_ev": -13013.18366, "symbols": ["C", "C", "C", "C", "C", "C", "C", "C", "N", "N", "N", "H", "H", "H", "H", "H", "H", "H", "H", "H", "H", "H", "H", "H", "H", "H", "H"], "coordinates": [[-2.54, 0.54, -0.04], [-0.94, -1.22, 0.01], [-3.44, 1.46, 0.17], [0.31, 0.95, -0.23], [0.38, -0.40, 0.17], [-0.86, -2.75, -0.06], [0.63, 1.53, -1.52], [1.65, -1.15, -0.43], [-2.06, -0.56, 0.04], [0.27, 1.90, 0.90], [0.55, -0.39, 1.65], [-4.37, 1.18, 0.61], [-3.50, 2.26, -0.45], [-0.62, -3.07, -1.11], [-1.79, -3.31, 0.03], [-0.34, -3.11, 0.79], [0.11, 2.44, -1.83], [0.55, 0.85, -2.36], [1.69, 1.83, -1.59], [1.83, -2.08, -0.14], [2.44, -0.50, -0.55], [1.35, -1.45, -1.44], [-0.62, 2.41, 1.05], [0.49, 0.95, 1.57], [1.11, -1.25, 1.90], [-0.43, -0.50, 2.09], [0.92, 2.71, 0.91]], "lowdin_charge": [-0.149, -0.211, 0.029, -0.257, -0.432, -0.007, -0.027, 0.035, 0.138, 0.160, 0.092, 0.071, 0.024, 0.112, 0.084, 0.066, 0.101, 0.094, 0.108, 0.041, 0.074, 0.108, 0.160, 0.092, 0.156, 0.171, 0.168]}



{"formula": "C30H48P2Rh", "method": "ωB97M-V/def2-TZVPD", "s_squared": 6.13, "lumo_energy_ev": [-3.22, -4.02], "charge": 1, "largest_force_ev_per_a": 5.157, "de_lowest_ev": 3.790, "total_energy_ev": -53457.58424, "multiplicity": 5, "symbols": ["Rh", "C", "C", "C", "C", "C", "C", "H", "H", "H", "C", "H", "H", "H", "C", "H", "H", "H", "C", "H", "H", "H", "C", "H", "H", "H", "C", "C", "C", "C", "C", "C", "C", "C", "H", "H", "H", "H", "H", "H", "H", "H", "H", "H", "H", "H", "P", "C", "C", "P", "C", "C", "C", "H", "H", "H", "H", "H", "H", "H", "H", "H", "H", "H", "H", "H", "H", "C", "C", "C", "C", "C", "C", "C", "H", "H", "H", "H", "H", "H", "H"], "coordinates": [[0.39, -0.26, 0.30], [-0.43, 3.16, -0.26], [-1.54, 2.90, -1.09], [-1.90, 1.83, 0.92], [-0.53, 2.30, 0.91], [-2.47, 2.12, -0.36], [0.40, 4.38, -0.44], [0.48, 4.63, -1.51], [1.41, 4.28, 0.00], [-0.08, 5.25, 0.04], [0.27, 2.52, 2.15], [1.25, 2.98, 1.94], [0.42, 1.59, 2.72], [-0.28, 3.22, 2.81], [-2.67, 1.35, 2.09], [-3.47, 2.09, 2.34], [-2.02, 1.24, 2.98], [-3.18, 0.38, 1.87], [-3.89, 1.93, -0.74], [-4.47, 2.86, -0.51], [-4.36, 1.09, -0.19], [-3.97, 1.76, -1.83], [-1.81, 3.49, -2.41], [-2.23, 4.51, -2.31], [-2.54, 2.89, -2.98], [-0.88, 3.59, -3.00], [2.09, -2.23, -0.79], [2.63, -1.12, -1.56], [2.46, -1.06, -3.11], [1.43, -1.96, -3.74], [0.15, -1.92, -3.02], [-0.35, -2.87, -2.12], [0.54, -3.98, -1.60], [2.00, -3.55, -1.48], [3.47, -1.31, -3.47], [1.87, -2.95, -3.90], [2.27, -0.01, -3.38], [2.51, -3.52, -2.44], [2.38, -2.26, 0.28], [3.71, -1.10, -1.41], [2.54, -4.31, -0.90], [0.17, -4.25, -0.61], [-1.37, -3.19, -2.23], [0.53, -4.91, -2.20], [1.32, -1.54, -4.74], [-0.53, -1.11, -3.36], [2.23, 0.50, -0.74], [3.38, 0.56, 0.60], [1.79, 1.73, -1.95], [-2.36, -1.45, -0.33], [-0.59, -1.72, -0.64], [-2.78, -0.95, -2.09], [-2.42, -3.22, 0.22], [2.86, 0.51, 1.57], [3.89, 1.52, 0.51], [4.09, -0.26, 0.54], [1.22, 1.43, -2.79], [2.72, 2.17, -2.30], [1.24, 2.51, -1.49], [-1.59, -3.85, -0.12], [-3.35, -3.68, -0.12], [-2.35, -3.22, 1.33], [-0.07, -2.42, -0.01], [-0.03, -0.99, -1.28], [-3.82, -0.62, -2.06], [-2.70, -1.77, -2.80], [-2.17, -0.10, -2.42], [-0.56, -1.01, 2.26], [0.16, -0.67, 3.52], [-0.46, -0.04, 4.64], [0.36, 0.49, 5.64], [1.75, 0.36, 5.55], [2.32, -0.43, 4.54], [1.53, -1.00, 3.56], [-0.31, -2.03, 1.89], [-1.66, -0.93, 2.39], [-1.57, 0.02, 4.68], [-0.11, 1.03, 6.45], [2.37, 0.82, 6.31], [3.39, -0.59, 4.50], [1.92, -1.67, 2.79]], "lowdin_charge": [0.642, -0.219, -0.232, -0.195, -0.238, -0.205, -0.028, 0.087, 0.089, 0.111, -0.057, 0.080, 0.052, 0.104, -0.049, 0.115, 0.059, 0.060, -0.046, 0.112, 0.083, 0.074, -0.041, 0.102, 0.084, 0.081, -0.150, -0.442, -0.170, -0.198, -0.097, -0.233, -0.154, -0.178, 0.124, 0.111, 0.079, 0.099, 0.111, 0.102, 0.128, 0.101, 0.102, 0.135, 0.120, 0.116, 0.866, -0.206, -0.213, 0.949, -0.538, -0.255, -0.262, 0.034, 0.057, 0.065, 0.050, 0.072, -0.012, 0.019, 0.049, 0.053, 0.025, 0.018, 0.022, 0.035, 0.039, -0.129, -0.316, -0.050, -0.073, -0.079, -0.085, -0.085, 0.052, 0.031, 0.118, 0.106, 0.105, 0.107, 0.104]}



{"formula": "C7H11NO", "method": "ωB97M-V/def2-TZVPD", "lumo_energy_ev": 0.74, "charge": 0, "largest_force_ev_per_a": 0.712, "de_lowest_ev": 1.850, "total_energy_ev": -10973.42570, "symbols": ["C", "C", "C", "C", "C", "C", "N", "C", "O", "H", "H", "H", "H", "H", "H", "H", "H", "H", "H", "H"], "coordinates": [[-2.52, 0.06, -0.56], [-1.39, -0.18, 0.09], [-1.21, -1.37, 0.99], [-0.23, 0.73, 0.00], [-0.34, 2.02, 0.29], [1.05, 0.11, -0.41], [1.00, -0.77, -1.48], [2.20, 0.43, 0.19], [3.39, -0.18, -0.17], [-3.37, -0.60, -0.49], [-2.62, 0.92, -1.20], [-0.28, -1.90, 0.76], [-1.14, -1.04, 2.03], [-2.05, -2.06, 0.90], [0.49, 2.70, 0.20], [-1.28, 2.44, 0.61], [0.13, -1.26, -1.60], [1.82, -1.35, -1.56], [2.24, 1.16, 0.99], [4.10, 0.15, 0.39]], "lowdin_charge": [0.064, -0.355, -0.048, -0.260, 0.081, -0.329, 0.125, -0.140, -0.011, 0.061, 0.067, 0.076, 0.089, 0.077, 0.064, 0.066, 0.084, 0.086, 0.114, 0.090]}



{"formula": "C20H22MgN2", "method": "ωB97M-V/def2-TZVPD", "lumo_energy_ev": [-1.44, -1.44], "charge": 0, "largest_force_ev_per_a": 4.028, "de_lowest_ev": 0.261, "total_energy_ev": -29515.95490, "symbols": ["C", "C", "C", "H", "C", "H", "H", "H", "C", "H", "H", "C", "H", "H", "C", "H", "H", "C", "H", "H", "Mg", "H", "C", "C", "C", "C", "C", "C", "N", "N", "C", "C", "C", "C", "C", "C", "H", "H", "H", "H", "H", "H", "H", "H", "H"], "coordinates": [[0.17, -0.57, -1.95], [0.01, 2.54, -2.89], [-1.12, -0.72, -2.64], [0.57, -1.60, -1.88], [-1.26, 2.54, -2.48], [0.59, 3.47, -2.77], [-1.62, -1.67, -2.42], [-1.63, 3.41, -1.92], [-1.87, 0.21, -3.45], [-2.81, -0.33, -3.69], [-1.42, 0.45, -4.42], [1.26, 0.30, -2.63], [1.88, -0.37, -3.24], [1.93, 0.72, -1.86], [0.80, 1.44, -3.55], [0.30, 1.04, -4.44], [1.72, 1.93, -3.92], [-2.33, 1.53, -2.76], [-3.09, 1.99, -3.42], [-2.85, 1.29, -1.82], [1.40, -0.60, 0.84], [0.27, -0.30, -0.60], [-1.87, 2.59, 3.71], [-1.78, 2.32, 2.33], [-1.30, 1.09, 1.90], [-0.85, 0.16, 2.88], [-1.07, 0.37, 4.25], [-1.54, 1.61, 4.67], [0.07, -0.80, 2.48], [0.36, -1.69, 3.40], [1.33, -2.58, 2.97], [1.63, -3.67, 3.84], [2.60, -4.59, 3.47], [3.26, -4.44, 2.24], [2.95, -3.36, 1.38], [2.01, -2.42, 1.75], [-2.21, 3.57, 4.04], [-2.08, 3.06, 1.60], [-1.22, 0.81, 0.84], [-0.77, -0.42, 4.94], [-1.64, 1.81, 5.73], [1.07, -3.71, 4.78], [2.83, -5.43, 4.13], [4.03, -5.16, 1.95], [3.47, -3.27, 0.42]], "lowdin_charge": [-0.320, -0.107, -0.134, 0.092, -0.122, 0.098, 0.080, 0.096, -0.262, 0.109, 0.094, -0.227, 0.111, 0.069, -0.212, 0.095, 0.107, -0.192, 0.111, 0.106, 0.856, -0.016, -0.078, -0.076, -0.028, -0.275, -0.027, -0.073, -0.039, 0.111, -0.331, -0.020, -0.094, -0.076, -0.145, -0.178, 0.101, 0.107, 0.083, 0.107, 0.105, 0.107, 0.102, 0.102, 0.087]}